Below is an isolated ion of composition C6H12N3 and charge +1, with properties calculated with wB97M-V/def2-TZVPD.

Output
Highest occupied orbital energy (spin up / spin down) ... -0.4343 / -0.4342 Ha
HOMO-LUMO gap (spin up / spin down) ... 0.269 / 0.268 Eh
Electronic energy ... -399.7618 hartree
Energy above the lowest of the compared OMol25 structures with the same formula, charge and spin ... 3.245 eV
Spin multiplicity ... 1
Net charge ... +1
SMILES string ... C/C=C(C)/N=C\NC=[NH2+]

Last column: Löwdin charge in e.
CARTESIAN COORDINATES (ANGSTROEM)
C (-2.22, 1.44, 0.81)  -0.084
C (-1.02, 0.57, 0.57)  -0.107
C (-1.03, -0.71, -0.01)  -0.345
C (-2.04, -1.24, -1.02)  -0.023
N (0.00, -1.49, 0.14)  0.107
C (1.23, -1.73, 0.29)  -0.083
N (2.28, -0.72, 0.13)  0.088
C (2.06, 0.53, -0.22)  -0.136
N (3.09, 1.33, -0.36)  0.179
H (-2.03, 2.52, 0.90)  0.086
H (-2.85, 1.08, 1.60)  0.072
H (-2.91, 1.28, -0.08)  0.092
H (-0.20, 0.79, 1.20)  0.078
H (-2.90, -1.89, -0.69)  0.105
H (-1.58, -1.87, -1.80)  0.086
H (-2.55, -0.52, -1.63)  0.065
H (1.65, -2.64, 0.67)  0.130
H (3.23, -0.95, 0.61)  0.210
H (0.98, 0.64, -0.60)  0.171
H (3.86, 1.29, 0.30)  0.141
H (2.97, 2.28, -0.79)  0.168